189
Properties=species:S:1:pos:R:3:forces:R:3 method="wB97M-V/def2-TZVPD" total_energy_ha=-6562.03641 orbital_gap_ha=0.115 homo_energy_ev=-3.09
C -1.44345 -0.40060 -3.33661 -0.804 -0.164 0.212
C -0.31914 -0.95084 -2.45143 -0.021 1.094 -1.621
C -0.59380 -0.70583 -0.97688 0.874 -0.665 -0.189
C 0.66294 -1.12720 -0.16481 -2.097 -0.004 0.477
N 0.37170 -1.13272 1.35904 0.361 -0.537 -1.223
C 1.56417 -1.81809 2.00882 -0.246 -0.261 -0.350
C 0.99528 -2.49800 3.22137 -0.658 -0.153 1.585
C -0.57050 -2.34874 3.20050 0.522 0.059 -0.220
C -0.91822 -1.98400 1.76714 2.366 0.885 -0.900
C 0.25032 0.26417 1.85032 0.077 -0.395 1.130
H -1.21361 -0.17485 -4.37792 0.646 0.251 0.080
H -1.86860 0.47737 -2.85028 -0.088 0.107 -0.217
H -2.23579 -1.13795 -3.46551 -0.336 -0.087 0.442
H 0.56913 -0.43233 -2.81230 0.483 -0.252 0.306
H -0.26845 -2.00918 -2.70725 0.575 -0.110 0.464
H -1.38877 -1.44275 -0.86255 -0.299 0.221 1.049
H -0.95295 0.29938 -0.75626 0.014 0.016 -0.157
H 1.57496 -0.53731 -0.25620 -0.189 0.070 -0.399
H 0.79683 -2.14762 -0.52387 0.595 -0.171 0.605
H 2.35367 -1.13237 2.31633 -0.280 0.447 -0.417
H 1.98769 -2.45246 1.23016 -0.045 -0.263 0.303
H 1.33679 -1.98619 4.12110 -0.061 0.281 -0.231
H 1.33346 -3.51203 3.43464 -0.094 -0.199 -0.791
H -0.82351 -1.52850 3.87227 -0.248 -0.154 0.038
H -1.06368 -3.26568 3.52316 -0.099 0.083 -0.031
H -1.76584 -1.35179 1.50263 -0.109 -0.158 0.494
H -0.85731 -2.81804 1.06802 -0.216 -0.212 0.156
H -0.72654 0.64301 1.54976 0.401 0.431 -0.099
H 1.15044 0.84247 1.64188 -0.296 0.160 -0.831
H 0.31957 0.20604 2.93656 -0.513 -0.001 0.141
C 8.88690 3.91006 -7.61781 0.164 0.300 -1.158
C 7.90061 2.85012 -7.14165 -0.317 0.346 1.150
C 7.10504 3.15851 -5.81064 0.172 -0.205 -0.827
C 6.26859 1.92467 -5.40867 -0.430 1.847 1.666
N 5.54427 2.05411 -4.00232 -0.263 1.245 1.480
C 4.57374 0.94721 -3.83385 -1.275 -1.977 0.001
C 3.18621 1.39899 -4.19402 -1.659 1.948 -0.198
C 3.24437 2.95257 -4.38916 1.241 -1.147 -0.359
C 4.59051 3.24598 -3.70352 -0.437 1.753 -1.577
C 6.58157 2.01989 -2.86719 0.171 -0.506 -1.289
H 9.05026 3.69635 -8.67410 0.460 -0.374 -0.083
H 9.86189 3.88006 -7.13141 -0.176 -0.048 0.196
H 8.59473 4.95373 -7.73393 -0.582 0.041 0.822
H 8.52165 1.96785 -6.98670 -0.212 -0.276 0.122
H 7.20558 2.60336 -7.94424 -0.145 0.060 0.060
H 6.41662 3.98739 -5.97539 -0.052 0.063 -0.225
H 7.80010 3.54097 -5.06317 0.080 -0.462 0.201
H 6.88432 1.03996 -5.24656 -0.321 -0.130 -0.482
H 5.44271 1.87216 -6.11808 0.216 -0.717 -0.045
H 4.51657 0.54614 -2.82194 0.828 0.231 0.103
H 4.67717 0.11569 -4.53097 1.369 -0.031 0.254
H 2.45527 1.29085 -3.39270 0.233 -0.759 0.054
H 2.84626 0.89020 -5.09606 -0.285 0.120 0.139
H 2.41323 3.52437 -3.97642 0.164 -0.216 0.244
H 3.29136 3.17698 -5.45477 0.119 0.207 -0.057
H 4.42782 3.48281 -2.65208 0.426 -1.112 0.293
H 4.96133 4.20063 -4.07666 0.677 -0.231 -0.260
H 7.34373 2.77424 -3.06257 -0.243 0.082 0.027
H 7.03324 1.03516 -2.98715 0.072 0.039 0.550
H 6.12852 2.14992 -1.88437 -0.170 -0.233 -0.310
C -0.08940 3.76000 -0.39655 -0.384 -0.729 0.598
C 0.26772 5.18124 0.09107 0.125 -0.980 0.496
C -0.89374 6.06464 -0.31065 -1.657 0.257 -0.990
C -2.22328 5.69225 0.39621 0.832 1.376 0.107
C -1.96346 6.06533 1.81947 -0.257 -2.068 1.856
C -0.73588 5.33631 2.50189 0.769 0.953 -1.395
N 0.48812 5.30669 1.58040 0.015 0.793 0.126
O 1.67365 4.68234 2.18388 -1.955 0.200 -1.139
C -1.18002 3.95799 2.97476 0.218 -0.045 0.869
C -0.36814 6.24891 3.69208 1.291 -0.012 -0.261
C 1.50109 5.64963 -0.71547 1.079 0.772 0.505
H -1.03972 3.37944 -0.02216 -0.058 0.241 0.547
H 0.65155 3.03987 -0.04942 0.324 0.033 -0.317
H -0.30971 3.69001 -1.46176 0.763 0.089 -0.515
H -1.10657 6.03776 -1.37933 0.462 -0.568 -0.566
H -0.64302 7.12198 -0.22548 -0.071 0.149 0.804
H -2.56925 4.66769 0.25956 0.582 -0.096 0.153
H -3.10480 6.27248 0.12352 0.164 0.369 -0.731
H -2.77462 5.61266 2.38974 -0.450 0.344 0.313
H -2.02544 7.12671 2.05976 0.486 0.129 -0.518
H -1.32729 3.24089 2.16718 -0.138 0.044 0.068
H -2.06473 4.06190 3.60292 -0.560 -0.033 -0.325
H -0.48600 3.55360 3.71157 0.602 -0.152 -0.459
H 0.32991 6.97149 3.26935 -0.010 0.156 -0.077
H 0.24438 5.73218 4.43093 -0.204 -0.199 0.168
H -1.14917 6.83916 4.17136 -0.478 -0.466 -0.023
H 1.87040 6.59161 -0.31002 -0.068 0.088 0.446
H 1.40267 5.90337 -1.77094 -1.095 -0.264 -0.330
H 2.38874 5.01721 -0.73062 -0.216 -0.561 0.649
B 4.50248 -0.40170 -0.22697 -1.192 -1.044 -0.106
F 4.70690 -0.82790 1.04319 0.672 -0.083 1.657
F 3.62775 0.67719 -0.24189 -0.254 1.014 -0.309
F 5.67037 -0.13892 -0.90543 1.128 0.674 -0.612
F 3.84998 -1.46671 -0.88033 -0.452 -0.549 -0.917
C -5.43333 -1.25575 -4.23784 0.142 1.455 1.034
C -4.93896 -2.55558 -4.83790 -1.048 -1.477 0.930
C -4.92357 -3.55897 -3.65067 -0.485 0.085 0.578
S -6.41131 -3.22223 -2.63738 2.496 0.910 0.665
O -6.13775 -3.39384 -1.21165 -0.314 0.274 -1.353
O -7.48688 -3.90630 -3.22986 -2.330 -1.323 -0.969
C -6.44867 -1.47249 -3.09512 -0.110 -0.543 1.260
H -5.88816 -0.55735 -4.94031 0.288 -0.133 -0.271
H -4.63630 -0.73924 -3.70298 0.379 0.124 -0.478
H -3.98646 -2.63939 -5.36118 0.043 0.805 0.134
H -5.71350 -2.85352 -5.54460 0.063 -0.443 -0.109
H -4.15206 -3.41655 -2.89398 0.550 0.175 -0.369
H -4.96051 -4.61180 -3.93045 -0.053 0.052 -0.031
H -6.12562 -1.06897 -2.13548 0.487 0.493 -0.179
H -7.46775 -1.09738 -3.18930 -0.049 -0.414 -0.593
C -3.69559 2.21645 -4.37691 0.799 -0.886 0.361
C -2.39290 3.17117 -4.45277 -1.234 0.298 -0.369
C -2.57087 4.24071 -3.39225 -1.044 1.149 1.337
S -3.99089 3.83088 -2.29684 -0.382 -2.323 1.359
O -4.94722 4.88550 -2.01463 1.142 0.144 0.007
O -3.52045 2.96417 -1.17436 -0.843 1.456 -2.278
C -4.82509 2.81447 -3.56284 0.556 0.697 -0.028
H -3.47141 1.31324 -3.80941 0.732 0.047 -0.059
H -4.10357 1.79150 -5.29401 0.411 0.547 -0.463
H -2.33386 3.81158 -5.33282 -0.575 -0.557 -0.622
H -1.40513 2.71145 -4.48539 -0.358 -0.646 0.712
H -2.99929 5.14401 -3.82654 0.224 0.158 -0.246
H -1.74688 4.57060 -2.75955 0.099 -0.427 -0.048
H -5.47619 3.45027 -4.16277 0.060 0.289 0.255
H -5.43967 2.08061 -3.04144 0.165 -0.046 0.010
C -7.07815 -0.83443 2.15484 -1.085 -0.957 2.228
C -7.42991 0.00104 0.96799 1.680 0.259 -0.667
C -6.16591 0.92011 0.83988 -0.916 -0.101 0.662
S -4.79483 -0.22968 1.16047 1.801 -0.751 -2.001
O -3.94202 0.28131 2.20290 0.556 0.729 -0.249
O -4.17125 -0.72020 -0.11308 -1.545 0.978 2.416
C -5.73255 -1.45882 2.01607 0.256 -1.899 -1.406
H -7.86982 -1.52377 2.44838 0.070 -0.532 -0.513
H -6.98824 -0.30070 3.10097 -0.263 1.057 -0.194
H -8.44265 0.39490 1.05361 0.407 0.625 -0.167
H -7.32858 -0.57329 0.04713 -0.697 -0.573 0.013
H -6.09803 1.54045 1.73356 0.009 0.526 -0.327
H -6.07563 1.46132 -0.10195 0.313 -0.045 0.243
H -5.21088 -1.79333 2.91276 -0.083 0.682 0.117
H -5.72124 -2.34306 1.37883 -0.308 -0.027 -0.378
C -2.29788 -7.74456 -0.49827 -0.019 0.225 1.064
C -2.83595 -7.51998 -1.87401 -1.469 1.483 -2.190
C -1.97069 -6.43135 -2.66453 -0.049 -0.688 1.229
S -1.49466 -5.20215 -1.33392 -0.583 0.436 0.991
O -2.61402 -4.24255 -1.08512 1.941 -1.888 -0.936
O -0.12813 -4.65971 -1.38823 -1.691 -0.635 -0.540
C -1.52817 -6.48585 -0.05355 0.280 0.118 0.977
H -1.78568 -8.70012 -0.38578 0.610 0.337 -0.179
H -3.12967 -7.83067 0.20088 -0.139 -0.111 -0.142
H -3.88012 -7.20892 -1.84123 0.005 0.820 0.442
H -3.04662 -8.40802 -2.46993 1.089 -0.298 -0.133
H -2.38646 -5.85777 -3.49293 -0.350 -0.337 0.141
H -1.10764 -7.01097 -2.99207 0.478 0.675 -0.034
H -2.01336 -6.04842 0.81899 -0.192 0.271 -0.191
H -0.50466 -6.62005 0.29647 0.142 -0.246 -0.478
C 2.10572 2.87733 7.42498 0.142 -1.327 -1.612
C 2.00367 1.58631 8.28780 0.543 0.319 -1.510
C 2.47957 0.43072 7.34622 -2.564 0.208 -0.055
S 1.48871 0.70787 5.77367 0.418 1.679 -0.492
O 0.20627 -0.01780 5.62703 1.865 0.958 0.912
O 2.42726 0.64954 4.66664 -0.284 -0.800 0.179
C 1.29819 2.53396 6.07994 -0.230 0.047 1.150
H 3.15336 2.96584 7.13737 0.104 0.205 -0.109
H 1.84114 3.82792 7.88808 -0.440 -0.289 0.020
H 0.94157 1.49878 8.51665 0.160 -0.533 0.569
H 2.68497 1.57828 9.13860 -0.459 0.230 0.279
H 2.07744 -0.51874 7.69965 0.666 -0.209 0.151
H 3.53774 0.46821 7.08741 -0.227 -0.157 -0.022
H 0.23260 2.75457 6.14282 -0.063 -0.094 0.335
H 1.64444 3.05423 5.18690 0.302 -0.209 -0.047
O 2.05340 -5.90569 3.07595 1.221 -1.690 -0.035
C 3.04328 -6.52398 3.46464 -1.970 2.861 0.285
O 3.34988 -7.76409 3.16825 0.291 -1.934 -0.949
C 4.63092 -8.22225 3.77308 -0.467 2.563 0.071
C 4.65383 -7.19083 4.94028 0.965 -0.952 2.003
C 3.99704 -5.94321 4.46330 0.060 -0.188 -0.560
H 5.41404 -8.01625 3.04343 0.002 0.028 -0.064
H 4.62705 -9.29792 3.94920 -0.499 0.325 0.386
H 5.55718 -6.89864 5.47571 0.674 -0.692 -0.597
H 4.05004 -7.56073 5.76896 -0.263 -0.445 -0.117
H 4.69934 -5.25962 3.98624 -0.101 0.095 -0.133
H 3.46785 -5.41879 5.25894 -0.001 0.083 -0.243
Cl 1.42613 -3.00350 6.50791 -0.449 -1.557 0.579
C 0.77691 -4.70697 6.37585 1.275 -1.219 -0.873
C -0.62593 -4.92743 6.76849 -1.437 2.059 -0.586
Cl -0.97329 -4.27172 8.35463 -0.155 0.108 1.188
H 1.29352 -5.54132 6.85027 1.249 0.866 0.538
H 0.87944 -4.92489 5.31280 -0.130 0.055 -0.129
H -1.01714 -5.94479 6.77419 0.499 0.057 -0.479
H -1.15627 -4.24842 6.10082 -0.807 -0.529 -0.074